# 1
Formula: C20H34O17
Source: the OMol25 dataset
Level of theory: wB97M-V/def2-TZVPD

* HOMO energy: -9.838 eV
* max |F|: 2.2 eV/Å
* charge: 0
* SMILES: CCCCOC1=C(O)C(=O)OC1=O.COC(=O)OC.COC(=O)OC.COC(=O)OC.COC(=O)OC
* gap between HOMO and LUMO: 8.991 eV

Each line ends with the Mulliken charge.
Geometry (Å):
C 1.2769 -0.0121 1.7383  -1.643
C 0.6852 0.9480 0.7033  0.645
C 0.6736 2.4042 1.1586  -0.899
C -0.4399 2.7785 2.1604  -0.109
O -1.1707 1.6562 2.6721  -0.524
C -2.2469 1.2466 1.9669  0.503
C -2.5356 -0.0497 1.7949  0.904
O -1.8841 -1.1400 2.1791  -0.620
C -3.7553 -0.1175 0.9453  0.155
O -4.1255 -1.1318 0.4089  -0.472
O -4.2700 1.1287 0.8359  -0.329
C -3.2925 2.0445 1.3135  0.267
O -3.4127 3.2245 1.1158  -0.505
H 1.0766 -1.0383 1.4510  0.318
H 2.3454 0.1466 1.7890  0.434
H 0.8289 0.1663 2.7113  0.380
H 1.3214 0.8926 -0.1742  0.445
H -0.2848 0.6120 0.3566  -0.449
H 1.6371 2.6166 1.6049  0.344
H 0.5416 3.0182 0.2771  0.413
H 0.0041 3.2512 3.0258  0.459
H -1.0998 3.5077 1.7163  -0.097
H -1.0338 -0.8842 2.5599  0.330
C 1.8298 -1.7150 -4.7737  -0.520
O 0.4113 -1.6830 -4.5968  -0.376
C 0.0324 -1.1675 -3.4334  0.762
O 0.7667 -0.7580 -2.5712  -0.538
O -1.2966 -1.1797 -3.3764  -0.385
C -1.8113 -0.6868 -2.1403  -0.614
H 2.0154 -2.1717 -5.7409  0.242
H 2.2416 -0.7080 -4.7637  0.275
H 2.2968 -2.3146 -3.9950  0.203
H -1.5107 0.3498 -1.9876  0.324
H -1.4712 -1.3063 -1.3111  0.313
H -2.8947 -0.7380 -2.1978  0.280
C -2.6803 -6.5851 -2.7960  -0.594
O -3.6971 -6.2379 -1.8559  -0.343
C -3.2922 -5.4038 -0.8991  0.837
O -2.1823 -4.9543 -0.7855  -0.562
O -4.3241 -5.1511 -0.1042  -0.352
C -4.0225 -4.2530 0.9706  -0.325
H -3.1431 -7.2605 -3.5093  0.213
H -2.3180 -5.6998 -3.3151  0.272
H -1.8538 -7.0899 -2.2997  0.284
H -3.6935 -3.2947 0.5867  0.059
H -3.2630 -4.6806 1.6238  0.292
H -4.9425 -4.1181 1.5319  0.272
C 3.9305 -2.5890 -0.9694  -0.560
O 4.6297 -2.5884 -2.2172  -0.190
C 5.9480 -2.7298 -2.1107  0.727
O 6.5645 -2.8537 -1.0879  -0.546
O 6.4662 -2.7089 -3.3373  -0.312
C 7.8872 -2.8522 -3.3730  -0.643
H 2.8788 -2.4606 -1.2106  0.072
H 4.0754 -3.5334 -0.4490  0.360
H 4.2627 -1.7624 -0.3447  0.294
H 8.1879 -3.8062 -2.9449  0.296
H 8.3690 -2.0361 -2.8385  0.295
H 8.1702 -2.8181 -4.4207  0.215
C 0.6766 8.5382 4.1432  -0.636
O -0.2705 7.5418 4.5324  -0.332
C -1.1166 7.1886 3.5666  0.801
O -1.1287 7.6248 2.4477  -0.549
O -1.9371 6.2624 4.0537  -0.336
C -2.9091 5.7885 3.1159  -0.466
H 1.2944 8.7280 5.0156  0.219
H 1.2992 8.1786 3.3265  0.291
H 0.1703 9.4550 3.8486  0.296
H -2.4279 5.3358 2.2562  0.170
H -3.5596 6.5980 2.7914  0.356
H -3.4974 5.0377 3.6347  0.206

Atomic forces in eV per Å
C -0.6 0.3 -0.3
C 0.5 -0.1 0.0
C -0.6 -0.5 0.1
C 0.8 0.3 -0.1
O -0.6 0.2 -0.2
C 0.7 -0.3 0.4
C -0.3 0.5 0.0
O -0.2 0.0 -0.2
C 0.7 -2.1 0.2
O -0.5 1.6 0.2
O 0.0 0.4 -0.5
C -0.5 1.1 -0.3
O 0.1 -1.4 0.4
H 0.1 -0.3 -0.1
H 0.3 -0.1 0.3
H 0.1 0.0 0.3
H 0.0 0.0 -0.3
H -0.3 0.0 0.0
H 0.3 0.2 0.0
H 0.2 0.3 -0.2
H 0.0 0.0 0.3
H -0.4 0.0 -0.1
H 0.1 0.1 0.1
C 0.3 -0.1 -0.1
O 0.0 0.0 -0.1
C -0.1 -0.1 -0.1
O 0.1 0.1 0.2
O 0.0 0.0 0.0
C -0.3 0.1 0.2
H -0.2 0.0 0.0
H 0.0 0.0 0.1
H 0.0 0.1 0.0
H 0.1 0.0 0.0
H 0.1 0.0 0.0
H 0.0 -0.1 -0.2
C 0.0 -0.1 -0.2
O 0.0 -0.1 -0.1
C -0.1 0.0 -0.1
O 0.2 0.0 0.0
O -0.1 0.0 0.1
C 0.0 0.1 0.2
H -0.1 0.0 0.0
H 0.1 0.0 0.1
H 0.0 0.1 0.0
H 0.1 -0.1 0.0
H 0.1 0.0 -0.1
H -0.1 -0.1 -0.1
C -0.2 0.0 0.1
O -0.1 0.0 -0.1
C -0.1 0.0 -0.1
O 0.1 0.0 0.2
O 0.0 0.0 -0.1
C 0.2 0.0 -0.1
H 0.0 0.0 -0.1
H 0.1 0.0 0.0
H 0.1 0.0 0.0
H 0.0 0.0 0.1
H 0.0 0.0 0.1
H -0.1 0.0 0.0
C 0.2 0.1 0.1
O 0.1 0.0 0.1
C 0.0 -0.1 0.1
O 0.0 0.1 -0.2
O -0.1 -0.1 0.1
C -0.2 -0.1 0.0
H -0.1 -0.1 0.1
H -0.1 0.0 -0.1
H 0.0 0.0 -0.1
H 0.0 0.1 -0.1
H 0.1 0.0 0.0
H 0.1 0.0 0.1

***

# 2
Formula: C33H69N3O15
Source: the OMol25 dataset
Level of theory: wB97M-V/def2-TZVPD

* HOMO energy: -8.921 eV
* max |F|: 4.3 eV/Å
* charge: 0
* SMILES: CCOC(C)=O.CCOC(C)=O.CCOC(C)=O.CCOC(C)=O.CCOC(C)=O.CCOC(C)=O.CN(C)C=O.CN(C)C=O.CN(C)C=O
* energy relative to the best compared isomer or geometry (same formula, charge and spin): 95.25 kcal/mol
* gap between HOMO and LUMO: 9.100 eV

Each line ends with the Mulliken charge.
Geometry (Å):
C 3.0871 -1.7741 -3.6730  -0.019
O 3.4224 -0.8891 -2.9446  -0.563
N 2.9440 -3.0442 -3.3316  0.282
C 2.5473 -3.9985 -4.4031  -0.877
C 3.4362 -3.4611 -2.0392  -0.885
H 2.7891 -1.5990 -4.7183  0.340
H 3.4449 -4.4929 -4.7744  0.353
H 2.0278 -3.5997 -5.2744  0.348
H 1.8248 -4.6336 -3.8906  0.215
H 4.2226 -2.8704 -1.5692  0.374
H 2.5665 -3.4708 -1.3822  0.121
H 3.9359 -4.4120 -2.2240  0.411
C -0.2097 0.5254 1.3487  -0.223
O 0.4649 0.4699 2.3647  -0.750
N 0.2133 0.2041 0.1277  0.785
C -0.6605 0.4336 -1.0779  -1.147
C 1.5466 -0.1378 -0.0872  -0.838
H -1.2718 0.8146 1.3278  0.666
H -1.4057 1.1744 -0.7880  0.172
H -1.2013 -0.4626 -1.3819  0.231
H -0.1410 1.0155 -1.8393  0.430
H 1.5428 -0.8766 -0.8886  0.204
H 2.1082 0.7682 -0.3153  -0.075
H 1.8729 -0.6589 0.8128  0.504
C -1.7687 0.1082 6.8309  0.195
O -1.4832 0.9361 7.6720  -0.600
N -1.8403 0.3329 5.5224  0.076
C -1.9102 -0.7688 4.5584  -0.676
C -1.4222 1.6408 4.9257  -0.737
H -1.8513 -0.9771 6.9964  0.236
H -2.2618 -1.6790 5.0443  0.315
H -0.8785 -0.8024 4.2081  0.308
H -2.5659 -0.5627 3.7124  0.098
H -0.4018 1.5318 4.5583  0.227
H -2.1457 1.9328 4.1644  0.253
H -1.3721 2.4178 5.6885  0.309
O 7.1621 -5.8428 2.1002  -0.580
C 6.4269 -5.6331 3.0901  0.641
O 5.6252 -4.5378 3.2327  -0.264
C 5.5296 -3.5699 2.1708  -0.211
C 4.5263 -2.5551 2.6257  -0.853
C 6.3597 -6.4966 4.3367  -0.927
H 5.1587 -4.1448 1.3223  0.245
H 6.4750 -3.0601 1.9855  0.271
H 4.2226 -2.0884 1.6886  0.168
H 5.0576 -1.7974 3.2015  0.318
H 3.7077 -3.0506 3.1476  0.340
H 7.2680 -6.9764 4.7014  0.328
H 5.5110 -7.1598 4.1694  0.235
H 6.2071 -5.7605 5.1259  0.305
O 3.5744 5.3047 -0.9857  -0.620
C 2.7155 4.4740 -0.7335  0.447
O 2.9320 3.2567 -0.3477  -0.203
C 4.1965 2.7614 -0.0105  -0.212
C 4.7468 3.4005 1.3666  -1.253
C 1.3284 4.7395 -1.1810  0.138
H 5.0417 2.8090 -0.6971  0.316
H 4.2227 1.6897 0.1866  0.306
H 4.9464 4.4631 1.2283  0.356
H 5.7515 3.0187 1.5479  0.431
H 4.1306 3.1557 2.2318  0.280
H 0.7428 4.7381 -0.2617  -0.352
H 0.9651 3.9193 -1.8002  0.047
H 1.1815 5.7670 -1.5140  0.353
O -4.4211 1.6245 -4.3968  -0.550
C -3.7546 2.0602 -5.3173  0.790
O -2.5451 2.4279 -5.2782  -0.313
C -1.7560 2.2911 -4.0982  -0.077
C -1.3739 3.6159 -3.7075  -0.365
C -4.2744 2.1941 -6.7240  -1.203
H -0.9527 1.5603 -4.1928  0.317
H -2.3837 1.8556 -3.3207  0.074
H -0.7753 4.0130 -4.5274  0.366
H -0.9612 3.6480 -2.6992  -0.187
H -2.2712 4.2266 -3.6075  0.208
H -5.3637 2.1645 -6.6982  0.336
H -3.8109 1.4969 -7.4220  0.282
H -4.0476 3.1401 -7.2157  0.345
O 0.9596 -3.4165 0.3722  -0.532
C -0.2314 -3.6724 0.3348  0.613
O -0.8023 -4.3031 -0.6045  -0.279
C -0.2054 -4.7908 -1.7405  0.297
C -1.1098 -5.0521 -2.9418  -1.235
C -1.2685 -3.2149 1.3620  -0.667
H 0.4067 -5.6741 -1.5580  0.304
H 0.4737 -4.1035 -2.2450  -0.228
H -0.5564 -4.8068 -3.8483  0.335
H -1.9613 -4.3715 -2.9420  0.338
H -1.4190 -6.0863 -3.0932  0.326
H -2.0216 -4.0029 1.3653  0.456
H -1.6973 -2.2674 1.0357  -0.104
H -0.8543 -3.1544 2.3684  0.295
O -3.5511 0.4571 -0.2434  -0.443
C -4.7053 0.6376 -0.3697  0.594
O -5.7479 0.1131 0.3634  -0.360
C -5.5598 -0.9641 1.2722  -0.006
C -6.0286 -2.3071 0.9029  -1.173
C -5.2031 1.5392 -1.4533  -0.750
H -5.9693 -0.5714 2.2028  0.391
H -4.5247 -1.0895 1.5900  0.014
H -5.5055 -2.5560 -0.0204  0.275
H -7.0771 -2.2269 0.6161  0.330
H -5.7712 -3.0191 1.6871  0.359
H -4.3647 2.2067 -1.6525  0.005
H -5.9697 2.2071 -1.0603  0.423
H -5.3361 0.9275 -2.3456  0.333
O -3.3673 4.0354 0.3599  -0.553
C -2.5841 4.9911 0.3063  0.809
O -1.5314 5.1845 1.1251  -0.360
C -1.3127 4.1599 2.0250  0.370
C 0.2037 4.0631 2.4986  -1.170
C -2.5932 6.0577 -0.7842  -1.149
H -1.4421 3.1699 1.5875  -0.312
H -2.0021 4.1659 2.8692  0.582
H 0.6127 3.0596 2.6165  0.128
H 0.3608 4.6133 3.4264  0.396
H 0.8246 4.5579 1.7517  0.272
H -2.8062 5.7151 -1.7968  0.228
H -1.7130 6.6885 -0.9080  0.332
H -3.2758 6.8229 -0.4148  0.376

Atomic forces in eV per Å
C -0.9 0.2 -1.3
O 0.7 1.5 1.1
N 0.2 0.2 -1.7
C 0.3 -0.1 1.6
C -0.2 -1.1 0.0
H 0.0 0.2 -0.2
H -0.2 -0.5 0.1
H 0.1 0.8 0.4
H 0.3 -0.7 -0.5
H -0.3 0.7 -0.6
H 0.4 -0.6 0.5
H -0.5 -0.5 0.5
C -0.6 0.0 0.1
O 0.0 0.1 0.2
N -2.6 0.8 -1.5
C 0.1 1.1 1.9
C 1.1 -1.1 -0.1
H -0.1 0.1 0.3
H -0.3 -0.4 0.3
H 0.4 0.0 -0.3
H 0.6 -0.8 -0.3
H 0.6 0.2 -0.2
H 0.5 -0.3 -0.1
H 0.5 0.3 -0.1
C 0.9 -0.1 0.1
O -0.3 -0.1 0.3
N -0.7 1.3 -1.7
C 0.7 0.7 0.5
C -0.1 -0.7 1.1
H -0.4 -0.1 0.7
H 0.3 0.0 0.0
H -0.1 -0.9 -0.6
H -0.1 0.3 0.1
H -0.2 0.0 -0.5
H 0.2 -0.1 -0.2
H -0.3 -0.3 0.2
O -2.4 0.7 2.5
C 2.5 0.2 -2.3
O 1.0 -1.1 0.4
C -0.3 -0.9 0.2
C 0.5 0.2 -0.7
C -0.1 1.3 0.1
H 0.3 0.3 -0.4
H 0.2 -0.6 -0.2
H -0.6 0.3 0.2
H -0.5 0.0 0.4
H -0.1 0.4 -0.1
H 0.0 -0.4 -1.1
H 0.1 -0.2 0.6
H -0.9 -0.3 0.2
O 0.1 -0.7 1.1
C 1.6 2.7 -3.0
O -0.5 -2.3 0.5
C 2.9 0.3 3.2
C 0.1 -0.3 -1.7
C -1.1 -0.1 1.7
H -0.7 1.0 -0.9
H -1.3 -0.1 -0.1
H -0.6 0.1 0.2
H 0.0 -0.5 0.0
H -0.1 0.2 -0.2
H -0.5 -0.4 0.0
H 0.0 0.4 -0.2
H 0.4 -0.4 -0.7
O 0.5 0.2 -0.4
C -3.5 -1.2 -0.5
O 3.8 0.5 -0.3
C -1.6 -2.4 1.3
C 0.4 2.1 0.5
C -0.8 0.7 -0.5
H 0.2 0.2 -0.8
H -0.3 -0.1 0.0
H 0.4 0.6 0.6
H 0.7 0.0 -0.3
H -0.1 0.1 -0.3
H 0.1 -0.6 -0.2
H -0.3 -0.5 0.4
H 0.3 0.3 0.5
O -0.6 -0.3 0.0
C 2.2 2.4 2.6
O -3.3 -1.6 -1.8
C 2.0 -0.5 -2.7
C -0.7 -0.1 0.0
C 0.4 -0.9 -0.2
H -0.1 -0.1 0.5
H 0.4 0.7 1.2
H 0.1 0.0 0.0
H -0.2 -0.2 0.1
H -0.3 0.1 0.4
H -0.3 0.3 0.1
H 0.0 0.0 0.1
H 0.2 0.3 -0.2
O 2.2 -1.5 1.3
C -2.8 0.7 -0.6
O 0.6 -0.4 -1.0
C 1.6 1.5 2.5
C -0.6 0.2 -1.7
C 0.8 0.7 0.7
H -0.7 -0.3 0.0
H 0.6 0.5 -0.6
H 0.1 -0.5 0.0
H -0.2 -0.6 0.4
H -0.4 0.0 -0.1
H 0.0 -0.1 -0.2
H -0.6 -0.5 -0.6
H -0.8 0.4 0.0
O 1.7 2.3 0.1
C -0.5 -1.5 -1.4
O -0.6 0.5 -0.7
C 2.2 -2.9 2.0
C -0.8 1.4 -0.2
C 0.0 0.8 0.4
H -0.6 0.2 -0.6
H 0.0 0.4 0.0
H -0.6 -0.1 0.0
H 0.0 0.0 0.0
H 0.0 0.0 0.0
H -0.6 -0.3 0.4
H 0.6 -0.6 0.5
H -0.7 -0.2 -0.5

***

# 3
Formula: C4H7NO
Source: the OMol25 dataset
Level of theory: wB97M-V/def2-TZVPD

* HOMO energy: -6.868 eV
* max |F|: 2.4 eV/Å
* charge: 0
* energy relative to the best compared isomer or geometry (same formula, charge and spin): 130.29 kcal/mol
* gap between HOMO and LUMO: 7.109 eV

Each line ends with the natural charge from an NBO analysis.
Geometry (Å):
O 1.8603 0.1997 -0.6420  -0.626
C 0.6752 -0.1922 -0.1804  0.497
C 0.6654 -1.4361 0.5243  -0.626
N -1.7231 -0.1167 0.2018  -0.651
C -1.2936 1.1671 0.4903  -0.157
C -0.5884 0.3283 -0.5680  -0.280
H 1.7082 1.0668 -1.0412  0.500
H 0.6988 -1.6830 -0.6352  0.291
H 1.5159 -1.7085 1.1559  0.242
H -0.3069 -1.7849 0.8718  0.303
H -0.8127 1.4519 1.4466  0.151
H -1.7096 2.0580 -0.0145  0.155
H -0.6896 0.6498 -1.6096  0.201

Atomic forces in eV per Å
O -0.4 0.3 0.0
C -0.3 0.8 0.8
C 0.3 -0.5 -0.8
N -0.3 0.3 -0.3
C -0.4 0.3 0.3
C 0.2 0.1 -0.3
H 0.2 0.1 -0.3
H 0.3 -1.8 1.5
H 0.1 -0.1 -0.8
H 0.1 0.5 -0.2
H 0.0 -0.3 -0.1
H 0.0 -0.1 0.2
H 0.2 0.3 0.0

***

# 4
Formula: C26H21Br2F3N2OPSTc
Source: the OMol25 dataset
Level of theory: wB97M-V/def2-TZVPD

* HOMO energy (spin up / spin down): -17.973 / -17.985 eV
* multiplicity: 4
* max |F|: 0.1 eV/Å
* charge: +3
* ⟨S²⟩: 3.8009
* energy relative to the best compared isomer or geometry (same formula, charge and spin): 8.56 kcal/mol
* gap between HOMO and LUMO (spin up / spin down): 7.014 / 6.412 eV

Each line ends with the natural charge from an NBO analysis.
Geometry (Å):
Tc 0.0649 1.7156 0.9601  0.811
Br -1.3248 1.6366 3.2425  0.172
C -1.9042 -0.1730 3.8333  -0.486
Br -0.4794 -1.3986 4.0778  0.143
H -2.5908 -0.5182 3.0702  0.249
H -2.3881 0.0388 4.7809  0.272
O -1.3694 3.9030 0.8310  -0.518
N -1.2973 2.8291 -0.0623  -0.212
C -1.8903 2.9020 -1.2016  0.221
C -1.8814 1.8466 -2.1848  -0.151
C -2.4894 2.1589 -3.4032  -0.086
C -2.5746 1.2198 -4.4226  -0.159
C -2.0729 -0.0515 -4.2165  -0.107
C -1.4742 -0.3874 -2.9973  -0.159
C -1.3493 0.5480 -1.9851  -0.370
P -0.7115 -0.0912 -0.4190  1.365
C -2.0942 -0.9007 0.3750  -0.480
C -2.0956 -2.2728 0.6419  -0.174
C -3.2453 -2.8690 1.1410  -0.177
C -4.3871 -2.1103 1.3625  -0.134
C -4.3928 -0.7451 1.0821  -0.217
C -3.2523 -0.1385 0.5893  -0.148
C 0.7132 -1.1383 -0.6364  -0.457
C 1.4795 -1.0672 -1.8055  -0.197
C 2.6500 -1.8005 -1.8979  -0.132
C 3.0680 -2.5872 -0.8296  -0.145
C 2.3201 -2.6395 0.3421  -0.201
C 1.1462 -1.9125 0.4479  -0.199
H -1.0680 4.7157 0.3834  0.516
H -2.4262 3.8211 -1.4328  0.256
H -2.9010 3.1497 -3.5532  0.249
H -3.0424 1.4818 -5.3616  0.271
H -2.1472 -0.8011 -4.9933  0.265
H -1.1151 -1.4001 -2.8567  0.248
H -1.2286 -2.8839 0.4354  0.243
H -3.2527 -3.9326 1.3378  0.259
H -5.2841 -2.5845 1.7387  0.261
H -5.2916 -0.1629 1.2358  0.256
H -3.2757 0.9204 0.3581  0.207
H 1.1716 -0.4513 -2.6401  0.239
H 3.2360 -1.7619 -2.8064  0.250
H 3.9799 -3.1642 -0.9133  0.257
H 2.6454 -3.2596 1.1671  0.251
H 0.5725 -1.9516 1.3662  0.234
F 4.1818 1.3537 -1.7012  -0.313
C 4.9215 1.2248 -0.5867  0.983
F 5.7475 0.1935 -0.7492  -0.290
F 5.6344 2.3311 -0.4253  -0.279
C 4.0306 0.9821 0.6202  -0.165
C 4.5795 0.4425 1.7855  -0.035
C 3.7896 0.2444 2.9084  -0.222
C 2.4458 0.5602 2.8495  0.110
N 1.9165 1.0630 1.7264  -0.543
C 2.6942 1.3020 0.6475  0.104
S 1.6871 2.1121 -0.5728  0.267
H 5.6329 0.1887 1.8080  0.279
H 4.2123 -0.1476 3.8227  0.278
H 1.7768 0.4173 3.6863  0.244

Atomic forces in eV per Å
Tc 0.0 -0.1 0.0
Br 0.0 0.0 0.0
C 0.0 0.0 0.0
Br 0.0 0.0 0.0
H 0.0 0.0 0.0
H 0.0 0.0 0.0
O -0.1 0.0 0.0
N 0.0 0.1 0.0
C 0.0 -0.1 -0.1
C 0.0 0.0 0.1
C 0.0 0.0 0.0
C 0.0 0.0 0.0
C 0.0 0.0 0.0
C 0.0 0.0 0.0
C 0.0 0.0 0.0
P 0.0 0.0 0.0
C 0.0 0.0 0.0
C 0.0 0.0 0.0
C 0.0 0.0 0.0
C 0.0 0.0 0.0
C 0.0 0.0 0.0
C 0.0 0.0 0.0
C 0.0 0.0 0.0
C 0.0 0.0 0.0
C 0.0 0.0 0.0
C 0.0 0.0 0.0
C 0.0 0.0 0.0
C 0.0 0.0 0.0
H 0.0 0.0 0.0
H 0.0 0.0 0.0
H 0.0 0.0 0.0
H 0.0 0.0 0.0
H 0.0 0.0 0.0
H 0.0 0.0 0.0
H 0.0 0.0 0.0
H 0.0 0.0 0.0
H 0.0 0.0 0.0
H 0.0 0.0 0.0
H 0.0 0.0 0.0
H 0.0 0.0 0.0
H 0.0 0.0 0.0
H 0.0 0.0 0.0
H 0.0 0.0 0.0
H 0.0 0.0 0.0
F 0.0 0.0 0.0
C 0.0 0.0 0.0
F 0.0 0.0 0.0
F 0.0 0.0 0.0
C 0.1 0.0 0.0
C 0.0 0.0 0.0
C 0.0 0.0 0.0
C 0.0 0.0 0.0
N 0.0 0.0 0.0
C 0.0 0.0 0.1
S 0.0 0.0 -0.1
H 0.0 0.0 0.0
H 0.0 0.0 0.0
H 0.0 0.0 0.0

***

# 5
Formula: Br2NO3S
Source: the OMol25 dataset
Level of theory: wB97M-V/def2-TZVPD

* HOMO energy: -5.464 eV
* max |F|: 3.1 eV/Å
* charge: -1
* energy relative to the best compared isomer or geometry (same formula, charge and spin): 0.00 kcal/mol
* gap between HOMO and LUMO: 8.540 eV

Each line ends with the natural charge from an NBO analysis.
Geometry (Å):
N -0.9809 0.1769 -0.9701  -0.841
O 1.1039 1.0543 0.1578  -0.989
O 0.9287 -1.3390 -0.2472  -0.993
O -0.6469 -0.3541 1.3504  -0.979
S 0.2706 -0.1126 0.2582  2.459
Br 0.0635 0.1927 -2.6034  0.125
Br -1.8713 1.6838 -0.5817  0.217

Atomic forces in eV per Å
N 1.5 -2.0 -1.1
O 0.1 0.5 1.1
O -0.8 1.5 0.8
O 0.7 0.7 0.6
S 0.2 -2.8 -1.2
Br -0.8 0.5 -0.2
Br -0.9 1.7 -0.1